C19H33InN10O2S2Si2 | ωB97M-V with the def2-TZVPD basis set

Values from the calculation:
- energy (eV) = -81837.7530
- HOMO (eV) = -6.37
- relative energy (zero: lowest compared OMol25 entry of this formula, charge and spin) (kcal/mol) = 24.3

Atoms and positions in Å:
In1 0.47 0.49 -0.25
C1 -0.12 4.01 0.47
Si1 0.22 2.40 1.39
C2 1.72 2.64 2.50
C3 -1.34 2.00 2.38
C4 -1.92 3.12 2.99
C5 -3.12 3.05 3.69
C6 -3.77 1.84 3.78
C7 -3.20 0.71 3.20
C8 -1.99 0.75 2.51
Si2 -1.29 -0.94 1.95
C9 0.32 -1.11 2.93
C10 -2.44 -2.28 2.54
H1 -0.16 4.87 1.15
H2 -1.07 3.95 -0.06
H3 0.67 4.20 -0.27
H4 1.54 3.41 3.25
H5 2.59 2.93 1.90
H6 1.97 1.71 3.02
H7 -1.43 4.09 2.91
H8 -3.53 3.94 4.14
H9 -4.71 1.76 4.30
H10 -3.73 -0.23 3.30
H11 0.16 -0.78 3.96
H12 1.14 -0.50 2.52
H13 0.64 -2.15 2.95
H14 -2.58 -2.23 3.62
H15 -2.01 -3.25 2.28
H16 -3.41 -2.24 2.05
C11 0.35 -5.42 -0.03
C12 1.22 -4.27 0.31
N1 1.93 -4.14 1.38
N2 2.54 -2.93 1.23
C13 2.20 -2.30 0.12
S1 2.74 -0.75 -0.37
N3 1.36 -3.16 -0.50
N4 0.70 -2.90 -1.70
H17 0.40 -6.15 0.78
H18 0.67 -5.89 -0.96
H19 -0.68 -5.06 -0.15
H20 3.11 -2.55 1.97
H21 1.09 -3.50 -2.42
H22 -0.32 -3.09 -1.55
N5 3.51 4.14 -0.98
C14 3.42 2.82 -1.30
N6 4.55 2.08 -1.15
O1 2.37 2.33 -1.73
H23 4.30 4.52 -0.49
H24 2.66 4.67 -0.98
H25 5.33 2.42 -0.62
H26 4.46 1.08 -1.26
C15 -0.94 -0.41 -5.65
N7 -0.85 -0.46 -4.22
C16 -1.89 -1.11 -3.41
C17 -1.57 -0.61 -2.02
O2 -2.63 -0.26 -1.18
N8 -0.48 0.34 -2.16
C18 -0.13 0.37 -3.43
N9 0.83 1.17 -3.92
H27 -1.14 -1.41 -6.03
H28 -0.01 -0.06 -6.10
H29 -1.75 0.25 -5.98
H30 -1.85 -2.20 -3.47
H31 -2.88 -0.77 -3.72
H32 1.45 1.60 -3.23
H33 1.26 0.92 -4.79
S2 -2.37 -3.04 -0.89
C19 -1.73 -1.38 -0.77
N10 -0.85 -1.05 0.29

=====

C33H57FeN4OP2 | ωB97M-V with the def2-TZVPD basis set

Values from the calculation:
- total charge = +1
- ⟨S²⟩ = 6.153
- energy (eV) = -96113.6008
- spin multiplicity = 5
- HOMO (spin up / spin down) (eV) = -8.57 / -9.26
- relative energy (zero: lowest compared OMol25 entry of this formula, charge and spin) (kcal/mol) = 0.0

Atoms and positions in Å:
C1 -0.59 -2.29 -1.40
C2 1.63 -2.26 -0.58
C3 -0.37 -3.49 -2.07
C4 1.84 -3.56 -1.12
C5 0.84 -4.16 -1.87
H1 -1.17 -3.89 -2.70
H2 2.81 -4.02 -0.95
H3 1.00 -5.14 -2.33
N1 0.37 -1.69 -0.68
P1 -2.32 -0.64 0.07
P2 2.45 0.22 0.42
C6 -1.94 -1.59 -1.49
H4 -1.93 -0.89 -2.34
H5 -2.74 -2.32 -1.68
C7 0.08 1.50 1.29
O1 0.11 2.66 1.52
C8 2.63 -1.51 0.06
H6 3.59 -2.00 0.27
C9 3.29 1.02 -1.10
C10 3.60 0.56 1.93
C11 -3.64 0.67 -0.38
C12 -3.12 -2.06 1.06
C13 2.84 2.49 -1.14
H7 3.18 3.05 -0.26
H8 3.27 2.96 -2.03
H9 1.75 2.56 -1.20
C14 4.82 0.92 -1.07
H10 5.28 1.49 -0.26
H11 5.15 -0.13 -1.02
H12 5.21 1.33 -2.01
C15 2.83 0.30 -2.37
H13 3.28 0.80 -3.24
H14 3.15 -0.75 -2.39
H15 1.74 0.34 -2.49
C16 3.86 2.08 2.02
H16 2.92 2.65 1.98
H17 4.34 2.29 2.99
H18 4.54 2.45 1.24
C17 2.89 0.16 3.22
H19 1.93 0.66 3.35
H20 2.74 -0.92 3.28
H21 3.53 0.45 4.08
C18 4.90 -0.25 1.90
H22 5.57 -0.01 1.07
H23 5.45 -0.04 2.83
H24 4.70 -1.33 1.89
C19 -3.43 -1.50 2.45
H25 -3.80 -2.31 3.09
H26 -2.53 -1.08 2.92
H27 -4.20 -0.71 2.44
C20 -2.11 -3.21 1.19
H28 -2.10 -3.86 0.30
H29 -1.10 -2.86 1.37
H30 -2.39 -3.84 2.06
C21 -4.39 -2.67 0.43
H31 -4.57 -3.64 0.92
H32 -5.29 -2.07 0.61
H33 -4.30 -2.86 -0.64
C22 -3.64 0.89 -1.89
H34 -3.98 0.01 -2.45
H35 -4.34 1.71 -2.12
H36 -2.65 1.19 -2.25
C23 -3.23 1.96 0.34
H37 -2.26 2.34 -0.01
H38 -3.98 2.73 0.14
H39 -3.17 1.83 1.43
C24 -5.09 0.33 0.03
H40 -5.49 -0.52 -0.55
H41 -5.20 0.15 1.11
H42 -5.71 1.20 -0.22
Fe1 0.02 -0.01 0.34
N2 -0.27 0.99 -1.30
C25 -0.29 1.66 -2.26
C26 -0.35 2.57 -3.47
C27 0.77 2.17 -4.44
C28 -1.68 2.42 -4.21
C29 -0.19 4.03 -3.06
H43 1.76 2.35 -3.99
H44 0.69 1.11 -4.72
H45 0.70 2.77 -5.36
H46 -2.52 2.82 -3.63
H47 -1.63 3.01 -5.14
H48 -1.88 1.38 -4.49
H49 -0.24 4.66 -3.95
H50 -0.99 4.34 -2.38
H51 0.78 4.21 -2.57
C30 -0.95 0.68 4.17
C31 -0.36 -0.62 3.79
N3 0.07 -1.05 2.60
C32 0.62 -2.32 2.83
C33 0.50 -2.64 4.15
N4 -0.12 -1.56 4.74
H52 -1.76 0.97 3.49
H53 -1.36 0.58 5.19
H54 -0.18 1.47 4.20
H55 1.07 -2.91 2.04
H56 0.78 -3.54 4.67
H57 -0.34 -1.45 5.73

=====

C6H22N2O4 | ωB97M-V with the def2-TZVPD basis set

Values from the calculation:
- structure (SMILES) = NCCN1CCCC1.O.O.O.O
- energy (eV) = -17748.4920
- HOMO (eV) = -9.14
- relative energy (zero: lowest compared OMol25 entry of this formula, charge and spin) (kcal/mol) = 28.5

Atoms and positions in Å:
N1 -2.97 -0.46 -0.90
C1 -1.61 0.04 -1.10
C2 -1.22 1.02 0.04
N2 0.24 1.05 0.10
C3 0.82 -0.02 0.90
C4 2.26 0.50 1.10
C5 2.18 2.07 1.01
C6 0.70 2.32 0.69
H1 -3.19 -1.13 -1.63
H2 -3.72 0.21 -0.88
H3 -0.89 -0.77 -1.09
H4 -1.56 0.51 -2.08
H5 -1.61 2.00 -0.25
H6 -1.76 0.73 0.94
H7 0.36 -0.10 1.89
H8 0.87 -0.89 0.28
H9 2.79 0.05 1.93
H10 2.81 0.43 0.16
H11 2.74 2.57 0.22
H12 2.49 2.48 1.97
H13 0.12 2.57 1.60
H14 0.46 3.13 0.01
O1 -0.63 -3.31 0.23
H15 -0.90 -2.60 0.83
H16 0.24 -3.53 0.57
O2 1.79 -2.51 -0.98
H17 2.56 -1.93 -0.95
H18 1.52 -2.45 -1.90
O3 1.36 0.81 -2.62
H19 1.21 1.74 -2.81
H20 1.06 0.72 -1.71
O4 -2.50 -1.77 1.69
H21 -3.16 -1.08 1.62
H22 -2.86 -2.41 1.10

=====

C7H12O | ωB97M-V with the def2-TZVPD basis set

Values from the calculation:
- structure (SMILES) = C=C/C=C/CC=C.O
- energy (eV) = -9499.1863
- HOMO (eV) = -8.99
- relative energy (zero: lowest compared OMol25 entry of this formula, charge and spin) (kcal/mol) = 37.6

Atoms and positions in Å:
C1 -2.93 0.44 -0.35
C2 -2.53 -0.08 0.80
C3 -1.13 -0.30 1.16
C4 -0.15 0.59 0.99
C5 1.30 0.36 1.25
C6 2.05 0.24 -0.05
C7 2.81 -0.80 -0.36
H1 -2.24 0.72 -1.13
H2 -4.00 0.59 -0.50
H3 -3.25 -0.43 1.54
H4 -0.86 -1.30 1.50
H5 -0.43 1.59 0.68
H6 1.50 -0.53 1.84
H7 1.71 1.23 1.77
H8 1.93 1.00 -0.81
H9 3.33 -0.80 -1.31
H10 2.89 -1.67 0.28
O1 -0.10 0.09 -2.42
H11 -0.11 -0.55 -1.70
H12 0.21 -0.39 -3.19

=====

C4H14NOS | ωB97M-V with the def2-TZVPD basis set

Values from the calculation:
- total charge = +1
- energy (eV) = -18740.1055
- HOMO (eV) = -12.57
- relative energy (zero: lowest compared OMol25 entry of this formula, charge and spin) (kcal/mol) = 48.0

Atoms and positions in Å:
C1 0.70 0.14 0.90
C2 -0.59 -0.28 1.70
C3 -1.47 -0.99 0.71
S1 -1.47 -0.65 -1.22
C4 -2.13 0.97 -1.20
N1 1.36 -0.95 0.05
H1 0.52 1.04 0.24
H2 1.52 0.37 1.70
H3 -1.02 0.58 2.15
H4 -0.26 -0.98 2.44
H5 -2.58 -1.15 1.10
H6 -1.10 -2.00 0.51
H7 -3.35 1.13 -1.49
H8 -1.46 1.56 -1.79
H9 -1.93 1.36 -0.17
H10 1.77 -1.74 0.46
H11 0.55 -1.39 -0.47
H12 1.94 -0.46 -0.63
H13 2.65 1.85 -1.79
H14 3.65 0.75 -1.52
O1 2.67 0.85 -1.67

=====

C20H21ClO6S | ωB97M-V with the def2-TZVPD basis set

Values from the calculation:
- structure (SMILES) = C#CCOc1ccc(Cc2cc([C@@H]3O[C@H](CO)[C@@H](O)[C@H](O)[C@H]3O)sc2Cl)cc1
- energy (eV) = -56717.7943
- HOMO (eV) = -8.56

Atoms and positions in Å:
C1 -7.23 -5.05 4.10
C2 -6.38 -5.25 3.29
C3 -5.42 -5.15 2.13
O1 -4.24 -4.34 2.45
C4 -4.01 -3.24 1.66
C5 -3.22 -2.27 2.23
C6 -2.89 -1.08 1.59
C7 -3.07 -0.92 0.11
C8 -2.57 0.33 -0.75
C9 -1.13 0.25 -1.15
C10 -0.13 0.94 -0.31
C11 1.18 0.75 -0.65
C12 2.30 1.63 -0.22
O2 2.32 2.63 -1.28
C13 3.59 3.40 -1.30
C14 3.55 4.04 -2.72
O3 2.32 4.71 -2.88
C15 4.92 2.60 -1.16
O4 6.13 3.39 -1.30
C16 4.73 2.01 0.20
O5 5.93 1.47 0.65
C17 3.64 0.93 0.08
O6 3.68 0.15 1.26
S1 1.29 -0.19 -2.13
C18 -0.52 -0.38 -2.13
Cl1 -1.23 -1.67 -2.98
C19 -3.85 -1.95 -0.45
C20 -4.35 -3.05 0.25
H1 -8.09 -5.12 4.76
H2 -4.99 -6.19 1.96
H3 -5.93 -4.84 1.24
H4 -2.96 -2.32 3.30
H5 -2.52 -0.27 2.23
H6 -2.73 1.33 -0.26
H7 -3.08 0.42 -1.70
H8 -0.39 1.56 0.58
H9 1.98 2.26 0.66
H10 3.56 4.23 -0.63
H11 4.38 4.76 -2.85
H12 3.73 3.15 -3.37
H13 1.55 4.17 -2.52
H14 4.90 1.77 -1.86
H15 6.88 2.94 -0.82
H16 4.34 2.82 0.87
H17 5.79 0.68 1.21
H18 3.97 0.30 -0.82
H19 3.02 -0.63 1.12
H20 -3.89 -1.90 -1.55
H21 -4.88 -3.83 -0.18

=====

Number 5 is which compound? C4H14NOS

=====

energy of number 3 (C6H22N2O4)? -17748.4920 eV

=====

Number 2 is which compound? C33H57FeN4OP2

=====

Number 3 is which compound? C6H22N2O4